The following is a quantum chemistry calculation of 6 unconnected molecules or ions with the total composition H13NO5 in a non-equilibrium geometry, from the Open Molecules 2025 dataset.

XYZ file:
```
19
Properties=species:S:1:pos:R:3:forces:R:3:lowdin_spin:R:1
O 1.39495 0.38712 2.09781 -0.2259 0.3590 -0.4460 0.0174
O -1.71604 -0.03943 -2.58613 0.7195 0.4276 0.1622 -0.0004
O -3.83885 2.23527 -2.15988 0.7174 -0.4171 -0.5102 0.0000
O 2.56576 -2.03520 0.37924 0.0170 0.8756 -0.7753 0.0012
O 0.41857 -1.84183 3.71387 0.1109 0.1633 -0.0128 0.0007
N 1.25466 0.21838 -1.11752 1.1081 0.2650 -1.4605 0.9042
H 2.04759 -2.74219 0.76840 0.0405 -0.1081 0.3395 0.0000
H 3.25445 -1.76345 0.99759 -0.2256 -0.3103 0.1713 0.0000
H 0.93673 0.58457 1.26991 -0.0545 -0.1564 0.2589 0.0067
H 1.74156 1.03916 -1.48924 -0.2393 0.2866 0.3517 0.0232
H -2.62857 -0.33223 -2.53131 -0.1660 -0.2628 0.1213 0.0000
H 1.90908 -0.50142 -0.76743 -0.3828 -0.8383 0.8087 0.0220
H 0.35786 0.02028 -1.57334 -0.7302 -0.3874 0.2908 0.0250
H 1.03745 -1.50004 4.37079 -0.0969 -0.2208 0.0440 0.0000
H 1.15638 1.14956 2.63967 0.1661 0.0324 0.2352 0.0000
H -4.02835 2.77354 -2.93215 -0.1613 0.1035 -0.0117 0.0000
H 0.36551 -1.11526 3.08101 0.0542 -0.1095 0.0101 0.0002
H -1.82058 0.91411 -2.69316 -0.2060 0.0415 -0.0221 0.0000
H -4.40817 2.54907 -1.46812 -0.4451 0.2564 0.4450 0.0000
```
Positions in Å, forces in eV/Å.

Its net charge is +1. For the HOMO-LUMO gap (spin up / spin down), the calculation gives 10.035 / 4.363 eV. Its LUMO energy (spin up / spin down) is -3.75 / -9.42 eV. As for the energy above the lowest of the compared OMol25 structures with the same formula, charge and spin: 0.0 kcal per mole. Its spin multiplicity is 2.


The following is a quantum chemistry calculation of a molecular structure, H13Na2O8 in a non-equilibrium geometry, from the Open Molecules 2025 dataset.

XYZ file:
```
23
Properties=species:S:1:pos:R:3:forces:R:3:nbo_charge:R:1
Na 1.04982 -1.90981 0.65191 -1.4979 -0.9377 0.2268 0.9144
Na -0.22358 2.02797 -1.85954 0.0053 -1.0671 0.6475 0.9729
O -0.38807 -0.93238 2.43682 1.1652 0.3720 -0.9545 -1.2284
O 2.72537 0.79315 -0.32276 1.6567 0.8273 0.1844 -0.9981
O -2.37755 -0.85419 -0.67837 -1.1840 0.6210 -0.3390 -0.9491
O -0.78313 -3.40855 -0.39735 1.3637 0.7899 -0.0090 -1.3196
O -2.33944 1.09134 1.76220 -0.8207 0.7825 -0.3161 -0.9300
O 0.39566 -1.32513 -2.88790 0.0580 0.2673 -1.2819 -0.9615
O 0.23618 0.08606 -0.58689 0.1384 1.1555 -0.1852 -1.3668
O 1.02513 2.37094 1.77698 -0.4445 0.3025 0.1412 -0.9399
H -0.08587 -0.37242 1.69544 -0.0906 -0.0815 0.8125 0.2963
H -1.47847 0.68774 1.65237 0.3512 -0.9411 0.7749 0.4850
H -2.20349 2.01173 1.53718 0.0305 0.2824 0.0773 0.4268
H 1.34655 -1.42812 -2.92559 0.1620 -0.2113 0.0210 0.4514
H 2.85308 0.32242 0.50084 0.1567 -0.0820 0.2508 0.4629
H 1.37255 3.25599 1.66644 0.1653 0.2136 0.0493 0.4515
H -2.39602 -1.24745 -1.55087 0.1185 -0.5151 -0.0975 0.4580
H -0.83879 -2.43891 -0.50329 -0.5439 -0.8629 0.0353 0.3764
H 0.24065 -0.81735 -2.09143 -0.2175 -0.0376 1.0464 0.4942
H 1.45639 1.85685 1.09437 0.3459 -0.3571 -0.3831 0.4796
H 1.93136 0.41122 -0.69684 -1.5526 -0.4723 -0.0676 0.5023
H -0.00652 0.26972 0.34148 0.0557 -0.0080 -0.7589 0.4476
H -1.51179 -0.45083 -0.61522 0.5785 -0.0403 0.1255 0.4742
```
Positions in Å, forces in eV/Å.

Its net charge is -1. For the HOMO-LUMO gap, the calculation gives 2.852 eV. Its LUMO energy is 0.39 eV. As for the energy above the lowest of the compared OMol25 structures with the same formula, charge and spin: 83.3 kcal per mole.


The following is a quantum chemistry calculation of 7 unconnected molecules or ions with the total composition H13O6S in a non-equilibrium geometry, from the Open Molecules 2025 dataset.

XYZ file:
```
20
Properties=species:S:1:pos:R:3:forces:R:3:lowdin_spin:R:1
S -0.99752 0.18537 -0.68151 0.0381 -0.0965 0.0748 0.8248
O -3.71012 -1.69089 -1.21668 1.4581 0.5995 -0.1852 0.0025
O 4.55133 2.39693 0.48967 0.4143 0.1596 -0.2825 0.0000
O 1.24006 2.33209 0.54523 0.1455 -0.4345 0.0497 0.0011
O -2.16256 0.20314 2.23349 -0.0053 -0.1399 -2.1307 0.0530
O 1.36544 -0.71044 -2.83337 -0.3002 0.6405 1.1254 0.0422
O -0.45831 -3.04518 1.22548 -0.2248 -0.1682 -0.3151 -0.0013
H 1.09371 3.21293 0.18925 -0.2590 -0.1171 -0.0817 -0.0001
H 4.42173 2.02863 1.36733 -0.3540 -0.0274 -0.1404 0.0000
H 0.27817 -2.49126 0.95251 0.0303 0.0385 0.2971 -0.0003
H -1.11049 -2.50204 1.67956 0.2901 0.0562 0.1654 -0.0001
H -0.56414 -0.82537 0.10104 -0.0151 0.1504 -0.1944 0.0280
H 1.99481 -0.26323 -2.24609 0.5050 -0.2536 -0.4832 0.0011
H 3.73727 2.29576 -0.01465 -0.1451 -0.1266 0.4679 0.0000
H -2.24070 0.86053 1.51500 -0.0042 0.9719 1.1181 0.0144
H -2.27634 -0.50058 1.56738 -0.2738 -0.8160 1.0629 0.0072
H 0.56520 -0.43556 -2.34920 -0.0798 -0.3844 -0.7554 0.0290
H -2.77172 -1.88974 -1.03299 -0.6259 -0.7526 0.3039 -0.0006
H 0.53449 1.73434 0.23644 0.3304 0.6617 0.0159 0.0004
H -3.49031 -0.89541 -1.72791 -0.9245 0.0385 -0.1126 -0.0011
```
Positions in Å, forces in eV/Å.

For the HOMO-LUMO gap (spin up / spin down), the calculation gives 11.038 / 6.830 eV. Its LUMO energy (spin up / spin down) is -0.34 / -4.55 eV. As for the energy above the lowest of the compared OMol25 structures with the same formula, charge and spin: 22.0 kcal per mole. Its spin multiplicity is 2.


The following is a quantum chemistry calculation of 8 unconnected molecules or ions with the total composition H14NO10 in a non-equilibrium geometry, from the Open Molecules 2025 dataset.

XYZ file:
```
25
Properties=species:S:1:pos:R:3:forces:R:3:nbo_charge:R:1
O -1.21743 0.14473 3.48750 0.0228 -0.2152 -0.3139 -0.9938
O -2.51534 0.57782 -2.18244 0.1604 0.2071 0.2669 -0.9698
O 1.07344 -0.42269 -0.63783 -0.2121 -0.2728 -0.1161 -0.5623
O 3.33713 1.28810 0.21064 0.0292 -0.2463 -0.0902 -0.9532
O -2.01545 -2.58556 -0.51317 0.1968 -0.0672 -0.1626 -0.9530
O 2.19676 0.86077 -3.12133 -0.0876 -0.0789 -0.0187 -0.9650
O -0.01955 -0.88329 1.18300 0.2983 0.2432 -1.1431 -0.5303
O -2.11679 2.39829 1.86827 0.0966 0.0211 -0.1352 -0.9745
O 1.72561 -3.14056 0.52554 0.1135 -0.1815 0.1188 -0.9734
O -0.61187 0.81263 -0.05024 0.4509 -0.7207 0.0546 -0.5696
N 0.13974 -0.18378 0.15264 -0.3019 0.8274 0.9965 0.7350
H 2.82299 0.58793 -0.22866 0.0186 0.2975 0.1972 0.4886
H -1.97528 -2.14903 -1.37286 -0.0315 0.0650 0.1447 0.4714
H -1.57230 1.87901 1.24519 -0.0565 0.0613 0.0513 0.5012
H -1.97341 0.82134 -1.40280 -0.1309 -0.2670 -0.3739 0.4983
H 4.24467 0.96900 0.19700 -0.0759 0.0084 -0.0200 0.4572
H -0.77553 -0.38331 2.79425 -0.1556 0.2654 0.3493 0.4880
H 1.41004 -2.53148 1.20970 -0.0629 0.0015 -0.3167 0.4873
H -2.88151 1.40873 -2.49945 0.0208 -0.0621 0.0430 0.4577
H -1.79569 0.70612 2.94823 -0.0001 0.0491 0.2876 0.4777
H 1.69679 0.46121 -2.39148 -0.0170 0.0698 0.0037 0.4945
H -1.11240 -2.53962 -0.16640 -0.1959 -0.0029 0.0288 0.4795
H 1.65714 1.60809 -3.39544 0.0131 -0.0379 0.0726 0.4616
H 1.75637 -2.58716 -0.26356 -0.0697 0.1484 0.1474 0.4784
H -1.47813 2.88270 2.40369 -0.0235 -0.1127 -0.0718 0.4683
```
Positions in Å, forces in eV/Å.

Its net charge is -1. For the HOMO-LUMO gap, the calculation gives 10.312 eV. Its LUMO energy is 3.16 eV. As for the energy above the lowest of the compared OMol25 structures with the same formula, charge and spin: 0.0 kcal per mole.


The following is a quantum chemistry calculation of 8 unconnected molecules or ions with the total composition H14NO10 in a non-equilibrium geometry, from the Open Molecules 2025 dataset.

XYZ file:
```
25
Properties=species:S:1:pos:R:3:forces:R:3:nbo_charge:R:1
O -31.83336 -18.92020 7.56319 -0.7290 0.2660 2.8014 -0.5430
O -33.83867 -18.49974 8.27979 0.8726 2.1685 0.9902 -0.5144
O -35.91279 -18.99041 6.65122 -1.4648 3.5286 -2.0833 -0.9605
O -32.86193 -16.50638 6.50588 0.8676 2.1522 -3.5701 -0.9461
O -32.01864 -21.36997 11.27590 -2.2871 -1.7700 -1.7184 -0.9650
O -33.51474 -22.18760 6.89285 -5.6186 -1.6552 -3.9417 -0.9258
O -35.46126 -19.82313 10.36270 -1.4581 -1.3041 0.6585 -0.9385
O -32.90975 -20.22388 9.01895 1.6987 1.1789 0.2123 -0.5837
O -30.02495 -19.35992 5.66743 6.8626 2.4467 -3.0846 -0.9270
O -29.39802 -19.07337 9.00203 2.5497 -0.3218 2.1724 -0.9608
N -32.76180 -19.09564 8.42428 -1.9630 -3.8901 -3.9625 0.7284
H -34.74998 -19.77371 9.76293 2.0317 1.3011 -1.1365 0.4808
H -35.23460 -18.67458 7.25575 0.2798 -0.1822 0.3267 0.4871
H -29.19870 -18.15081 8.91109 -0.4157 0.4437 -0.4749 0.4663
H -30.09881 -19.35806 8.47689 -1.9696 -0.1034 -1.5142 0.4846
H -34.38891 -21.71455 7.09690 1.1462 -1.2753 -1.2417 0.4634
H -32.26734 -21.12501 10.31313 0.9192 0.0797 2.0722 0.4946
H -36.18955 -18.05772 6.20289 0.9073 -3.5029 1.5118 0.4577
H -32.70585 -22.10867 11.40289 1.6177 1.6011 0.1113 0.4442
H -35.62577 -20.75167 10.13919 -0.7847 -0.0044 0.7010 0.4438
H -30.45493 -19.05551 6.35821 -3.3667 2.0949 5.0816 0.4702
H -30.46369 -20.01584 5.29562 -3.2652 -4.5939 -2.3855 0.4543
H -33.11131 -21.76925 7.53830 4.4909 3.0156 5.1434 0.4605
H -32.62659 -16.95101 5.65400 -0.0701 0.9810 0.7840 0.4550
H -33.04143 -17.25910 6.98060 -0.8513 -2.6548 2.5465 0.4739
```
Positions in Å, forces in eV/Å.

Its net charge is -1. For the HOMO-LUMO gap, the calculation gives 10.024 eV. Its LUMO energy is 2.71 eV. As for the energy above the lowest of the compared OMol25 structures with the same formula, charge and spin: 68.5 kcal per mole.


The following is a quantum chemistry calculation of 6 unconnected molecules or ions with the total composition H14NO5 in a non-equilibrium geometry, from the Open Molecules 2025 dataset.

XYZ file:
```
20
Properties=species:S:1:pos:R:3:forces:R:3:nbo_charge:R:1
O -1.08343 -1.42247 -0.81202 0.7955 0.8762 0.3986 -0.9666
O -2.43356 1.14749 1.38801 0.2773 0.2113 -1.3641 -0.9705
O 2.14580 -0.34183 -0.70377 0.3856 -0.3878 0.1521 -0.9921
O 1.37636 -3.02375 -1.35683 -0.0326 0.4624 0.4047 -0.9873
O 0.25741 2.40482 2.17697 -0.0755 0.0411 0.3547 -0.9645
N -0.09608 1.28897 -0.39925 0.0745 1.2439 -1.0239 -0.8892
H 2.13324 -1.16460 -1.22284 -0.0835 0.1056 0.2094 0.4970
H -0.47652 0.34292 -0.26947 0.0807 -0.1513 -0.0883 0.4784
H 0.02557 1.78991 0.50088 0.1413 -0.3300 0.1461 0.4762
H -0.71939 1.83164 -0.99756 -0.5603 -0.1000 0.4254 0.4196
H 2.72828 -0.58769 0.03536 -0.2591 0.3367 -0.2652 0.4891
H -0.62686 2.69413 2.43085 -0.0576 0.0315 -0.0754 0.4939
H -1.78501 -1.78878 -1.33435 -0.4574 -0.3498 -0.4624 0.4913
H -2.77273 0.92776 2.24144 -0.4625 -0.3319 0.8335 0.4880
H -3.09204 0.83954 0.74389 0.1584 0.1229 0.4859 0.4851
H 0.76523 1.31686 -0.96118 0.1837 -0.7705 0.7847 0.4541
H 1.78624 -3.76948 -0.88650 -0.1983 0.2403 -0.6967 0.5108
H 0.68671 2.20085 3.02154 0.0687 0.0147 -0.3771 0.5020
H 1.43138 -3.11504 -2.30959 0.3111 -0.7479 -0.0646 0.4918
H -0.25062 -1.57125 -1.28556 -0.2899 -0.5176 0.2226 0.4930
```
Positions in Å, forces in eV/Å.

Its net charge is +1. For the HOMO-LUMO gap, the calculation gives 12.267 eV. Its LUMO energy is -2.83 eV. As for the energy above the lowest of the compared OMol25 structures with the same formula, charge and spin: 18.1 kcal per mole.